Model i:
DFT (ωB97M-V with the def2-TZVPD basis set) results for a cluster of 2 separate species, C3H8OS2 in total.

Computed properties:
LUMO level, eV: 0.70
Highest occupied orbital energy, Eh: -0.3094

The geometry in ORCA input format:
```
! RIJCOSX wB97M-V def2-TZVPD def2/J DEFGRID3
* xyz 0 1
C -3.477 -0.551 -1.415
C -2.392 -0.600 -2.458
O -1.232 -0.358 -2.265
H -3.002 -0.372 -0.450
H -4.046 0.360 -1.604
H -4.075 -1.454 -1.415
H -2.766 -0.891 -3.462
C 0.952 0.952 -0.467
S 1.919 -0.096 0.627
S 1.235 0.416 2.481
H 1.273 1.991 -0.447
H 1.038 0.566 -1.479
H -0.109 0.910 -0.232
H -0.060 0.086 2.325
*
```

---

Model ii:
DFT (ωB97M-V with the def2-TZVPD basis set) results for a cluster of 2 separate species, C3H8OS2 in total.

Computed properties:
LUMO level, eV: 0.55
Highest occupied orbital energy, Eh: -0.2938

The geometry in ORCA input format:
```
! RIJCOSX wB97M-V def2-TZVPD def2/J DEFGRID3
* xyz 0 1
C 2.628 0.606 -0.716
C 1.803 0.003 -1.680
O 1.211 -1.238 -1.501
H 3.454 1.218 -0.993
H 2.875 0.062 0.241
H 1.618 0.447 -2.683
H 1.785 -1.910 -1.069
C -1.240 0.672 -0.925
S -0.288 0.657 0.706
S -1.807 -0.558 1.633
H -0.645 1.373 -1.537
H -0.963 -0.347 -1.186
H -2.359 0.864 -0.855
H -1.078 -1.075 2.598
*
```

---

We find model i to be the most stable, with the next structure 1.616 eV higher.

---

Model i:
DFT (ωB97M-V with the def2-TZVPD basis set) results for a cluster of 2 separate species, C3H8OS2 in total.

Computed properties:
LUMO level, eV: 0.48
Highest occupied orbital energy, Eh: -0.2985

The geometry in ORCA input format:
```
! RIJCOSX wB97M-V def2-TZVPD def2/J DEFGRID3
* xyz 0 1
C -1.086 -0.139 2.286
S -0.338 0.967 1.050
S -1.113 0.096 -0.705
C -0.740 1.429 -1.885
H -2.202 -0.089 2.211
H -0.711 -1.166 2.171
H -0.749 0.260 3.238
H 0.350 1.612 -1.973
H -1.128 1.041 -2.869
H -1.255 2.339 -1.599
C 2.245 -1.576 -0.495
O 1.802 -2.716 -0.433
H 1.622 -0.687 -0.182
H 3.301 -1.371 -0.815
*
```

---

Model ii:
DFT (ωB97M-V with the def2-TZVPD basis set) results for the molecule C3H8OS2.

Computed properties:
LUMO level, eV: 0.52
Highest occupied orbital energy, Eh: -0.3361

The geometry in ORCA input format:
```
! RIJCOSX wB97M-V def2-TZVPD def2/J DEFGRID3
* xyz 0 1
O -0.472 1.574 -1.044
C -0.717 1.146 0.282
C -0.684 -0.374 0.445
S -1.790 -1.099 -0.840
C 0.719 -0.992 0.455
S 1.874 -0.464 -0.841
H 0.430 1.258 -1.235
H -1.704 1.429 0.539
H -0.024 1.631 1.037
H -1.246 -0.586 1.387
H -1.028 -0.603 -1.868
H 1.233 -0.841 1.382
H 0.554 -2.047 0.340
H 2.855 -0.030 -0.039
*
```

---

We find model ii to be the most stable, with the next structure 0.616 eV higher.

---

Model i:
DFT (ωB97M-V with the def2-TZVPD basis set) results for a cluster of 2 separate species, C4H12O2 in total.

Computed properties:
LUMO level, eV: 0.84
Highest occupied orbital energy, Eh: -0.3779

The geometry in ORCA input format:
```
! RIJCOSX wB97M-V def2-TZVPD def2/J DEFGRID3
* xyz 0 1
C 0.378 0.439 1.673
C 0.236 -0.052 0.231
C -1.238 -0.301 -0.178
C -1.354 -0.899 -1.563
O -2.015 0.861 -0.114
H 0.072 -0.359 2.342
H -0.309 1.250 1.894
H 1.394 0.696 1.948
H 0.371 0.809 -0.422
H 0.849 -0.928 0.058
H -1.700 -1.015 0.522
H -2.391 -0.679 -1.846
H -0.725 -0.360 -2.279
H -1.166 -1.934 -1.659
H -1.916 1.204 0.780
O 3.554 0.442 -0.463
H 2.945 1.112 -0.156
H 3.014 -0.287 -0.770
*
```

---

Model ii:
DFT (ωB97M-V with the def2-TZVPD basis set) results for a cluster of 3 separate species, C4H12O2 in total.

Computed properties:
LUMO level, eV: 0.79
Highest occupied orbital energy, Eh: -0.3423

The geometry in ORCA input format:
```
! RIJCOSX wB97M-V def2-TZVPD def2/J DEFGRID3
* xyz 0 1
C 1.274 -1.173 -1.248
C 0.167 -0.497 -0.454
C 0.427 0.498 0.382
C -0.650 1.333 1.049
H 1.471 -0.602 -2.147
H 2.210 -1.243 -0.681
H 1.000 -2.177 -1.571
H -0.787 -0.769 -0.903
H 1.463 0.777 0.555
H -0.472 2.398 0.919
H -0.557 1.166 2.131
H -1.687 1.138 0.786
O 0.496 -2.111 2.567
H 0.033 -2.762 2.015
H -0.073 -1.337 2.460
O -1.607 1.546 -1.820
H -2.041 2.187 -2.363
H -0.668 1.628 -1.678
*
```

---

We find model i to be the most stable, with the next structure 0.558 eV higher.

---

Model i:
DFT (ωB97M-V with the def2-TZVPD basis set) results for a cluster of 3 separate species, C4H12O2 in total.

Computed properties:
LUMO level, eV: -4.58
Highest occupied orbital energy, Eh: -0.3319

The geometry in ORCA input format:
```
! RIJCOSX wB97M-V def2-TZVPD def2/J DEFGRID3
* xyz 0 1
C 1.279 0.028 -0.924
C -0.052 0.679 -0.981
C -1.183 -0.095 -0.276
C -0.969 -0.120 1.176
H 2.132 0.614 -1.284
H 1.601 -0.271 0.065
H 1.334 -0.863 -1.563
H -0.350 0.909 -2.002
H -0.108 1.600 -0.286
H -1.257 -1.135 -0.763
H -1.331 0.807 1.614
H -1.442 -0.938 1.711
H -2.123 0.356 -0.586
H 1.580 2.476 1.286
O 0.936 1.782 1.072
H 0.008 -3.249 0.292
H 0.041 -0.244 1.470
O -0.096 -2.336 -0.020
*
```

---

Model ii:
DFT (ωB97M-V with the def2-TZVPD basis set) results for a cluster of 3 separate species, C4H12O2 in total.

Computed properties:
LUMO level, eV: 0.66
Highest occupied orbital energy, Eh: -0.3679

The geometry in ORCA input format:
```
! RIJCOSX wB97M-V def2-TZVPD def2/J DEFGRID3
* xyz 0 1
C -1.416 -0.953 -0.212
C -0.218 -1.498 -0.208
C 0.449 -1.910 1.074
C 1.330 -0.760 1.593
H -1.978 -0.494 -1.025
H -2.005 -0.928 0.700
H 0.400 -1.501 -1.106
H -0.341 -2.125 1.796
H 1.076 -2.806 1.032
H 2.076 -1.088 2.314
H 1.849 -0.328 0.735
H 0.789 0.011 2.134
O -0.036 1.326 -2.253
H 0.644 1.142 -1.590
H 0.164 0.627 -2.890
O -0.381 2.921 0.311
H -1.061 2.283 0.069
H 0.412 2.386 0.463
*
```

---

Model iii:
DFT (ωB97M-V with the def2-TZVPD basis set) results for a cluster of 3 separate species, C4H12O2 in total.

Computed properties:
LUMO level, eV: 0.75
Highest occupied orbital energy, Eh: -0.3249

The geometry in ORCA input format:
```
! RIJCOSX wB97M-V def2-TZVPD def2/J DEFGRID3
* xyz 0 1
C -1.545 0.805 -1.808
C -1.282 1.858 -1.028
C -1.208 1.643 0.481
C 0.272 1.799 0.908
H -1.852 0.785 -2.847
H -1.370 -0.121 -1.268
H -1.063 2.833 -1.466
H -1.561 0.671 0.791
H -1.972 2.273 0.952
H 0.641 0.903 1.430
H 0.516 2.696 1.474
H 0.921 1.637 0.056
O 1.343 0.341 -1.765
H 2.058 0.925 -1.536
H 1.731 -0.372 -2.285
O 1.697 -6.448 2.360
H 1.873 -6.123 3.244
H 0.801 -6.103 2.306
*
```

---

Model iv:
DFT (ωB97M-V with the def2-TZVPD basis set) results for a cluster of 2 separate species, C4H12O2 in total.

Computed properties:
LUMO level, eV: 1.03
Highest occupied orbital energy, Eh: -0.3583

The geometry in ORCA input format:
```
! RIJCOSX wB97M-V def2-TZVPD def2/J DEFGRID3
* xyz 0 1
C -0.241 -1.593 0.592
O 0.819 -1.966 -0.262
C 0.396 -2.454 -1.575
H -1.058 -2.321 0.726
H -0.668 -0.653 0.203
H 0.216 -1.391 1.575
H -0.273 -1.691 -2.009
H -0.136 -3.420 -1.559
H 1.284 -2.551 -2.222
C 0.791 1.267 0.254
O -0.423 1.752 -0.275
C -0.908 2.703 0.648
H 0.594 0.878 1.267
H 1.529 2.083 0.329
H 1.223 0.457 -0.356
H -1.051 2.270 1.652
H -1.880 3.073 0.282
H -0.215 3.558 0.729
*
```

---

We find model ii to be the most stable, with the next structure 0.763 eV higher.

---

Model i:
DFT (ωB97M-V with the def2-TZVPD basis set) results for the molecule C2H5NOS.

Computed properties:
LUMO level, eV: 0.68
Highest occupied orbital energy, Eh: -0.3288

The geometry in ORCA input format:
```
! RIJCOSX wB97M-V def2-TZVPD def2/J DEFGRID3
* xyz 0 1
N 1.792 -0.516 -0.750
S 0.579 0.495 -0.268
O 0.683 1.930 -0.344
C -1.138 -0.101 -0.189
C -0.299 -0.253 1.024
H 2.437 -0.204 -1.513
H -1.605 -1.071 -0.504
H -1.917 0.641 -0.491
H -0.437 0.407 1.887
H -0.095 -1.328 1.148
*
```

---

Model ii:
DFT (ωB97M-V with the def2-TZVPD basis set) results for a cluster of 2 separate species, C2H5NOS in total.

Computed properties:
LUMO level, eV: -0.33
Highest occupied orbital energy, Eh: -0.3624

The geometry in ORCA input format:
```
! RIJCOSX wB97M-V def2-TZVPD def2/J DEFGRID3
* xyz 0 1
C 0.744 0.060 -0.407
C 1.592 -0.868 0.090
N -3.016 -0.992 0.245
O -4.657 1.158 0.100
S -4.261 -0.444 -0.159
H 0.980 1.056 -0.390
H -0.188 -0.057 -0.828
H 1.213 -1.858 0.133
H 2.518 -0.703 0.552
H -4.130 1.776 0.522
*
```

---

We find model ii to be the most stable, with the next structure 1.001 eV higher.

---

Model i:
DFT (ωB97M-V with the def2-TZVPD basis set) results for the ion CH8N3Si with charge +1.

Computed properties:
LUMO level, eV: -3.58
Highest occupied orbital energy, Eh: -0.5560

The geometry in ORCA input format:
```
! RIJCOSX wB97M-V def2-TZVPD def2/J DEFGRID3
* xyz 1 1
N 1.945 -0.783 0.094
C 0.783 -0.059 -0.023
N 0.729 1.225 0.364
N -0.354 -0.552 -0.471
Si -1.965 -0.047 0.059
H 2.803 -0.166 0.070
H 1.918 -1.736 -0.387
H 1.628 1.768 0.760
H -0.107 1.770 0.252
H -0.441 -1.627 -0.783
H -2.266 0.798 -1.033
H -2.491 -1.403 -0.133
H -2.182 0.812 1.232
*
```

---

Model ii:
DFT (ωB97M-V with the def2-TZVPD basis set) results for the ion CH8N3Si with charge +1.

Computed properties:
LUMO level, eV: -4.28
Highest occupied orbital energy, Eh: -0.5224

The geometry in ORCA input format:
```
! RIJCOSX wB97M-V def2-TZVPD def2/J DEFGRID3
* xyz 1 1
N 0.185 1.360 -0.758
C 0.151 0.228 -1.539
N 0.214 -0.871 -0.891
Si -0.511 -1.146 0.701
N 0.036 0.363 1.447
H -0.063 2.387 -0.685
H 0.316 1.049 0.094
H 0.628 0.206 -2.692
H 0.416 -1.603 -1.638
H -1.886 -0.959 0.473
H 0.020 -2.233 1.588
H 0.995 0.552 1.643
H -0.501 0.668 2.258
*
```

---

We find model i to be the most stable, with the next structure 1.073 eV higher.